Formula: C5H10N
Source: the Open Molecules 2025 dataset
Level of theory: ωB97M-V with the def2-TZVPD basis set

* energy relative to the best compared isomer or geometry (same formula, charge and spin): 55.43 kJ/mol
* maximum force: 1.10 eV Å⁻¹
* lowest unoccupied orbital energy (alpha / beta): -0.35724 / -0.49080 Ha
* gap between HOMO and LUMO (alpha / beta): 8.59 / 4.94 eV
* multiplicity: 2
* HOMO energy (alpha / beta): -18.31 / -18.30 eV
* charge: +2

The geometry in XYZ format:
```
16
C5H10N (ωB97M-V with the def2-TZVPD basis set)
C 2.14 -1.07 -1.94
C 0.94 -1.05 -2.68
H 2.35 -1.85 -1.20
H 2.91 -0.31 -2.01
H 0.20 -1.84 -2.61
H 0.66 -0.15 -3.22
C -1.16 0.13 1.88
C -2.47 0.09 2.05
C 0.62 1.23 0.67
N -0.62 0.96 0.85
H -0.41 -0.39 2.47
H -3.13 0.63 1.38
H -2.84 -0.47 2.90
H 0.81 1.93 -0.13
H 1.34 0.76 1.32
H -1.34 1.40 0.28
```

Mulliken population analysis, charges in e, atoms 1 to 2: C -0.213; C -0.158

Formula: C28H42AlNO2Si
Source: the Open Molecules 2025 dataset
Level of theory: ωB97M-V with the def2-TZVPD basis set

* energy relative to the best compared isomer or geometry (same formula, charge and spin): 158.35 kJ/mol
* maximum force: 3.09 eV Å⁻¹
* lowest unoccupied orbital energy: 0.01116 Ha
* gap between HOMO and LUMO: 7.04 eV
* HOMO energy: -6.74 eV

The geometry in XYZ format:
```
75
C28H42AlNO2Si (ωB97M-V with the def2-TZVPD basis set)
O -0.01 -0.22 -3.30
C -0.54 0.94 -4.11
C -0.40 0.34 -5.45
H 0.13 1.77 -3.99
H -1.56 1.23 -3.85
C 0.04 -0.92 -4.74
H 0.41 0.77 -6.03
H -1.31 0.31 -6.03
C 1.42 -1.30 -5.20
H 2.11 -0.44 -5.12
H 1.39 -1.56 -6.26
H 1.77 -2.19 -4.68
C -0.99 -2.03 -4.86
H -2.00 -1.63 -5.00
H -0.94 -2.73 -4.03
H -0.80 -2.62 -5.78
Al -0.12 -0.06 -1.24
C -2.84 -0.32 0.14
C -2.29 0.94 -0.18
C -1.91 0.92 -1.57
H -2.25 1.84 0.43
C -2.38 -0.38 -2.10
C -2.87 -1.13 -1.02
H -3.28 -2.13 -1.08
H -3.20 -0.63 1.12
H -1.74 1.83 -2.13
H -2.56 -0.58 -3.16
C 0.59 -1.72 -0.07
C 0.06 -2.76 -0.89
C 0.82 -2.84 -2.07
H -0.75 -3.44 -0.61
C 1.78 -1.80 -2.10
C 1.68 -1.08 -0.85
H 2.50 -0.54 -0.37
H 0.54 -1.73 1.02
H 0.81 -3.68 -2.77
H 2.58 -1.65 -2.83
O 2.76 1.93 -4.83
C 2.39 2.21 -3.44
C 1.45 3.45 -3.41
H 3.32 2.38 -2.86
H 1.92 1.29 -3.02
C 1.58 4.09 -4.80
H 1.75 4.14 -2.63
H 0.41 3.18 -3.15
C 2.60 3.18 -5.53
H 2.03 5.08 -4.67
H 0.61 4.17 -5.31
H 3.58 3.70 -5.48
H 2.31 2.99 -6.57
C -1.61 -0.33 2.96
Si 0.02 0.49 2.48
C 0.10 2.00 3.55
C 1.13 -0.81 3.28
N 0.35 0.90 0.75
C 1.47 1.72 0.64
C 1.43 2.87 -0.21
C 2.58 3.62 -0.40
C 3.77 3.31 0.28
C 3.83 2.20 1.13
C 2.66 1.49 1.39
H -1.42 -0.54 4.02
H -1.83 -1.26 2.44
H -2.48 0.33 2.89
H -0.40 1.85 4.53
H 1.14 2.30 3.76
H -0.39 2.86 3.08
H 0.58 -1.76 3.46
H 2.07 -1.07 2.78
H 1.38 -0.42 4.28
H 0.48 3.13 -0.72
H 2.60 4.50 -1.04
H 4.65 3.94 0.15
H 4.75 1.95 1.66
H 2.68 0.69 2.14
```

Mulliken population analysis, charges in e, atoms 1 to 2: O 0.591; C 1.099